1.
128
Properties=species:S:1:pos:R:3 method="wB97M-V/def2-TZVPD" homo_lumo_gap_ev=8.55 largest_force_ev_per_a=1.83 de_lowest_kcal_mol=0.0 e_lumo_ha=0.0003 multiplicity=1 total_energy_ev=-80374.76300
O 6.0114 0.4332 -0.5554
C 5.1517 0.8655 -1.2600
O 3.9088 1.1099 -0.7524
C 3.0897 1.8023 -1.6978
C 4.0121 2.2240 -2.8287
C 5.1655 1.2231 -2.7367
H 2.6634 2.6424 -1.1459
H 2.2688 1.1767 -2.0542
H 4.4213 3.2152 -2.6357
H 3.5311 2.2167 -3.8044
H 6.1279 1.6911 -2.9322
H 5.0903 0.2707 -3.2637
O 5.3686 -1.6819 3.7975
C 4.9176 -2.2423 2.8419
O 3.7598 -2.9284 2.9023
C 3.2043 -3.1274 1.5986
C 4.2455 -2.5432 0.6027
C 5.4999 -2.3148 1.4561
H 2.2595 -2.5957 1.5576
H 3.0253 -4.1606 1.2951
H 3.8114 -1.6011 0.2552
H 4.4129 -3.1684 -0.2691
H 6.0667 -1.4353 1.1709
H 6.1468 -3.1919 1.3929
O 0.7193 -1.7513 -0.0671
C 0.0069 -0.8060 0.1386
O -1.3428 -0.9747 0.0894
C -2.0609 0.1702 0.5851
C -1.0214 1.2810 0.7548
C 0.3288 0.6430 0.4314
H -2.5168 -0.0939 1.5381
H -2.8181 0.4255 -0.1517
H -0.9687 1.7233 1.7438
H -1.2242 2.1346 0.1077
H 1.0554 0.7128 1.2397
H 0.7421 1.0733 -0.4828
O -2.0010 4.1856 3.8832
C -2.9824 3.9669 3.2296
O -2.9454 3.0450 2.2384
C -4.2146 2.8670 1.6278
C -4.9591 4.1473 1.9976
C -4.3750 4.5429 3.3494
H -4.6915 1.9295 1.9046
H -4.1137 2.9009 0.5394
H -5.9951 4.3037 1.7094
H -4.4804 4.9070 1.3501
H -4.7634 3.9778 4.2102
H -4.4682 5.6011 3.5608
O 1.4796 -8.1224 -0.6403
C 1.6346 -7.0711 -1.1796
O 1.4959 -5.8938 -0.4873
C 1.4665 -4.7857 -1.3742
C 1.4729 -5.3223 -2.8000
C 1.8920 -6.7689 -2.6458
H 2.4102 -4.2326 -1.2918
H 0.6697 -4.0756 -1.1735
H 2.1156 -4.6789 -3.4067
H 0.5342 -5.1686 -3.3445
H 2.9800 -6.8338 -2.7763
H 1.4709 -7.4963 -3.3307
O -4.3710 0.4468 3.7553
C -4.3655 -0.6672 4.2146
O -4.7548 -0.9263 5.4702
C -4.7256 -2.3423 5.7064
C -3.7118 -2.8977 4.7027
C -3.9045 -1.9443 3.5192
H -5.7174 -2.7797 5.5548
H -4.4880 -2.5087 6.7541
H -3.9820 -3.9172 4.4303
H -2.7111 -2.8856 5.1268
H -4.7244 -2.2847 2.8881
H -2.9867 -1.7241 2.9857
C 1.3278 4.4614 2.0040
O 0.6797 3.4124 2.7146
H 1.7545 4.0394 1.1002
H 0.6221 5.2768 1.8204
H 2.1157 4.9115 2.6229
H -0.0059 3.8096 3.2659
C -6.6854 -0.6642 0.1498
O -5.4133 -0.9890 -0.3970
H -6.6216 0.0298 0.9914
H -7.3544 -0.2705 -0.6213
H -7.1328 -1.5876 0.5172
H -4.9470 -0.1576 -0.5320
C -3.9824 1.8429 -3.5168
O -3.7544 1.2337 -2.2433
H -4.7482 1.2706 -4.0385
H -4.2741 2.8871 -3.4271
H -3.0399 1.8974 -4.0739
H -3.5798 0.3026 -2.4117
C -1.1938 0.5306 4.3506
O -1.6158 -0.0532 5.6017
H -1.4660 1.5689 4.1822
H -0.1204 0.3642 4.2835
H -1.6526 -0.0728 3.5569
H -2.2939 0.5208 5.9657
C -1.1198 5.1001 -0.7271
O -0.1090 4.1572 -1.0216
H -1.7910 4.5897 -0.0350
H -0.7446 5.9637 -0.1641
H -1.6247 5.4644 -1.6224
H 0.4106 4.3658 -1.8010
C 3.5737 0.9650 2.8104
O 2.4074 0.1636 2.9666
H 3.3076 1.9368 2.4029
H 4.0525 1.1640 3.7771
H 4.3275 0.4506 2.2112
H 2.7192 -0.6997 3.2612
N -0.7539 0.1758 -4.3447
C 0.1557 1.1588 -4.0238
C 0.7503 1.5217 -5.2061
C 0.2379 0.6961 -6.2398
C -0.7716 -0.0545 -5.6843
H -1.4188 -0.2154 -3.7007
H 0.1495 1.5088 -3.0050
H 1.5247 2.2547 -5.3702
H 0.5347 0.6403 -7.2732
H -1.4471 -0.7606 -6.1352
N 2.5369 -1.2890 -4.4694
C 3.4627 -1.7662 -5.3669
C 4.3900 -2.5145 -4.6976
C 4.0423 -2.4484 -3.3104
C 2.9188 -1.6760 -3.2099
H 1.8382 -0.6161 -4.7413
H 3.3964 -1.4781 -6.4036
H 5.1997 -3.1239 -5.0609
H 4.5580 -2.8494 -2.4541
H 2.4189 -1.2621 -2.3459

2.
123
Properties=species:S:1:pos:R:3 method="wB97M-V/def2-TZVPD" smiles="CCOCCOC1=C(P(=N)(O)O)C(=O)C(CC(C)C)=C(S)C1=O.C1CCOC1.C1CCOC1.C1CCOC1.C1CCOC1.C1CCOC1.C1CCOC1" homo_lumo_gap_ev=6.98 largest_force_ev_per_a=8.61 e_lumo_ha=-0.0690 multiplicity=1 total_energy_ev=-86711.80675
C -2.5901 -0.5972 -6.3404
C -1.4079 -0.1143 -5.2605
O -2.0997 0.0833 -3.9776
C -1.3375 0.9377 -3.0530
C -2.4619 1.5501 -1.9768
O -2.5196 0.5823 -0.8715
C -1.6246 0.9364 0.2387
C -2.1574 0.6640 1.6340
P -3.9087 -0.0903 1.9706
N -3.7558 -1.6995 1.6448
O -5.0943 0.7065 0.9694
O -4.4109 0.1539 3.6480
C -1.1302 1.0119 2.9075
O -1.5369 1.5430 4.0709
C 0.4740 0.6518 2.5997
C 1.4336 0.0088 3.7751
C 1.1295 -1.5757 4.0910
C 1.4456 -1.9404 5.6917
C 2.1145 -2.5955 3.2209
C 1.0084 0.8936 1.1994
S 2.7541 0.5067 0.6377
C -0.1058 1.5391 0.1319
O 0.3205 2.5101 -0.6785
H -3.2103 0.3163 -6.7650
H -3.3799 -1.3153 -5.8166
H -2.0605 -1.1009 -7.2605
H -0.9326 0.8510 -5.7205
H -0.6311 -1.0188 -5.2535
H -0.6191 0.2610 -2.3811
H -0.6933 1.7721 -3.5640
H -2.1559 2.6500 -1.6400
H -3.4521 1.6615 -2.5906
H -3.9571 -2.2590 2.5088
H -4.7294 1.6123 0.6899
H -5.3191 -0.2822 3.6830
H 1.1752 0.6016 4.7741
H 2.5812 0.0885 3.4968
H -0.0038 -1.8349 3.8793
H 2.5600 -2.3249 5.7995
H 0.6921 -2.7344 6.1269
H 1.3521 -0.9694 6.3407
H 3.0967 -2.0404 2.8832
H 2.4834 -3.5179 3.8820
H 1.5556 -3.0132 2.2774
H 2.8996 -0.8797 0.3178
C 2.2979 5.0733 2.8328
C 1.1137 4.8889 3.7462
C 1.4067 3.5454 4.3776
O 2.8339 3.4150 4.4350
C 3.4190 4.4548 3.6390
H 2.4894 6.1158 2.5663
H 2.1451 4.5048 1.9077
H 1.1131 5.6708 4.5148
H 0.1510 4.9166 3.2295
H 1.0206 2.7249 3.7636
H 0.9880 3.4550 5.3841
H 3.8667 5.1857 4.3212
H 4.2084 4.0367 3.0085
C 3.9966 0.3996 -3.6320
C 3.6284 1.8608 -3.6230
C 2.2263 1.8377 -4.1915
O 1.6432 0.5841 -3.8100
C 2.6790 -0.2611 -3.2904
H 4.7960 0.1434 -2.9321
H 4.3135 0.1029 -4.6389
H 3.6072 2.2314 -2.5914
H 4.3119 2.4902 -4.1986
H 2.2403 1.8805 -5.2857
H 1.6090 2.6598 -3.8180
H 2.5400 -0.3314 -2.2060
H 2.5877 -1.2627 -3.7196
C 2.6887 -5.2569 -1.5465
C 4.1551 -5.2477 -1.8934
C 4.3443 -3.8466 -2.4327
O 3.3993 -3.0082 -1.7537
C 2.4725 -3.8449 -1.0478
H 2.4164 -6.0159 -0.8088
H 2.0943 -5.4288 -2.4517
H 4.7522 -5.3816 -0.9837
H 4.4429 -6.0226 -2.6085
H 4.1229 -3.7999 -3.5043
H 5.3572 -3.4675 -2.2688
H 2.6964 -3.7633 0.0214
H 1.4521 -3.4909 -1.2187
C -7.1128 2.3555 3.2998
C -8.0690 2.7647 2.2094
C -9.4031 2.7112 2.9214
O -9.1526 3.0233 4.2987
C -7.7363 2.9917 4.5228
H -6.0840 2.6816 3.1274
H -7.1142 1.2640 3.4044
H -7.8544 3.7928 1.8947
H -8.0304 2.1217 1.3264
H -9.8357 1.7060 2.8799
H -10.1270 3.4199 2.5090
H -7.3952 4.0250 4.6498
H -7.5204 2.4377 5.4405
C 1.2003 -10.0506 0.1773
C 2.0276 -10.2619 -1.0643
C 2.4982 -8.8575 -1.3742
O 2.6046 -8.1683 -0.1209
C 1.9734 -8.9639 0.8918
H 1.0760 -10.9529 0.7814
H 0.2050 -9.6819 -0.0982
H 2.8875 -10.9014 -0.8325
H 1.4745 -10.7183 -1.8891
H 1.7687 -8.3207 -1.9899
H 3.4649 -8.8426 -1.8858
H 2.7619 -9.3879 1.5231
H 1.3325 -8.3311 1.5119
C 0.0003 7.3957 -2.9890
C 0.6408 6.6664 -1.8364
C 0.7514 5.2568 -2.3755
O 0.9136 5.3663 -3.7964
C 0.6351 6.7189 -4.1841
H 0.1666 8.4758 -2.9727
H -1.0812 7.2147 -2.9878
H 1.6412 7.0744 -1.6494
H 0.0688 6.7240 -0.9069
H -0.1640 4.6861 -2.1867
H 1.5976 4.7102 -1.9494
H 1.5865 7.1928 -4.4491
H -0.0144 6.7241 -5.0637